This record from the OMol25 dataset describes a structure of composition C17H27F5IKNO12S at a distorted geometry. The level of theory is ωB97M-V/def2-TZVPD.

total energy = -3416.44328 a.u.
HOMO level = -12.2 eV
gap between HOMO and LUMO = 8.74 eV
largest force on an atom = 1.4 eV/Å

Geometry as ORCA input:
```
! wB97M-V def2-TZVPD RIJCOSX def2/J DEFGRID3
* xyz 1 1
O 6.569 -0.405 1.520
C 6.587 -1.239 0.659
O 6.781 -0.958 -0.648
C 5.702 -0.187 -1.230
C 4.839 -1.093 -2.084
C 3.570 -0.398 -2.457
O 3.536 0.694 -2.952
O 2.451 -1.156 -2.273
C 1.261 -0.709 -1.633
C 1.263 -1.065 -0.121
C 2.598 -1.364 0.475
O 3.155 -2.402 0.451
F 3.143 -0.337 1.148
C 0.798 0.716 -1.968
C 0.983 1.849 -0.984
O 0.085 2.467 -0.540
I 2.975 2.563 -0.424
C 0.219 -1.659 -2.307
F 0.617 -2.943 -2.124
F 0.223 -1.397 -3.654
C -1.260 -1.516 -1.897
F -1.919 -2.599 -2.378
F -1.413 -1.467 -0.547
H 6.427 -2.294 0.882
H 5.155 0.265 -0.416
H 6.174 0.566 -1.841
H 5.359 -1.263 -3.023
H 4.672 -2.067 -1.648
H 0.751 -0.321 0.479
H 0.723 -1.987 0.030
H -0.269 0.739 -2.132
H 1.242 1.037 -2.904
H -1.708 -0.633 -2.345
K 3.525 3.560 2.310
C 2.228 -1.582 5.607
C 1.153 -1.394 4.556
O 1.552 -0.461 3.539
H 2.473 -0.629 6.076
H 1.900 -2.276 6.380
H 3.143 -1.978 5.159
H 0.247 -0.985 4.997
H 0.901 -2.351 4.091
H 2.352 -0.813 3.137
O -8.414 -1.441 -0.677
S -7.762 -1.046 -1.886
O -7.881 -1.852 -3.058
O -6.216 -0.817 -1.568
C -5.528 -1.885 -0.880
C -5.155 -3.027 -1.803
C -8.167 0.619 -2.275
H -6.137 -2.228 -0.043
H -4.636 -1.417 -0.465
H -6.037 -3.558 -2.154
H -4.516 -3.735 -1.275
H -4.623 -2.657 -2.678
H -8.021 1.231 -1.391
H -9.211 0.625 -2.577
H -7.534 0.950 -3.094
C -0.640 7.253 3.085
N 0.509 6.928 2.197
O 0.964 7.798 1.503
O 0.922 5.779 2.223
H -0.888 8.297 2.946
H -1.463 6.605 2.799
H -0.330 7.048 4.104
*
```



This record from the OMol25 dataset describes a structure of composition C17H27N3OS2 at a distorted geometry. The level of theory is ωB97M-V/def2-TZVPD.

energy above the lowest of the compared OMol25 structures with the same formula, charge and spin = 15.0638 eV
total energy = -1699.30288 a.u.
HOMO level = -7.2 eV
gap between HOMO and LUMO = 7.58 eV
largest force on an atom = 14.5 eV/Å

Geometry as ORCA input:
```
! wB97M-V def2-TZVPD RIJCOSX def2/J DEFGRID3
* xyz 0 1
C -1.911 1.554 3.138
H -2.100 2.227 2.193
O -1.780 0.226 2.619
C -1.517 -0.650 3.796
C 0.067 -0.700 4.124
N 0.448 -1.994 3.373
C 0.506 -2.106 2.058
N 0.312 -1.144 1.194
H -0.318 -0.468 1.616
C 0.299 -1.132 -0.290
C 1.561 -0.547 -0.785
H 2.558 -0.956 -0.380
H 1.509 0.800 -0.124
C 1.518 -0.162 -2.318
N 0.386 0.485 -2.710
C -0.078 1.807 -2.728
C -0.527 2.674 -1.487
C -1.797 2.825 -1.126
C -1.705 3.519 -0.076
C -0.683 3.684 0.593
S 0.778 3.160 -0.286
H -0.475 4.099 1.553
H -2.748 3.736 0.422
H -2.697 2.424 -1.768
H -0.422 1.987 -3.589
H 1.002 2.352 -3.188
C -0.897 -0.286 -2.355
C -0.895 -0.795 -1.030
H -1.900 -1.467 -0.691
H -1.355 0.269 -0.468
C -0.565 -1.777 -3.335
C 0.830 -2.323 -3.062
H 0.748 -3.003 -2.277
C 1.822 -1.236 -3.010
H 2.737 -1.762 -2.671
H 2.064 -1.132 -4.258
H 1.047 -2.979 -3.962
H -1.678 -2.529 -3.096
H -0.776 -1.464 -4.334
H -1.795 -0.140 -2.758
H 2.126 0.705 -2.504
H 0.289 -2.445 -0.492
S 1.518 -3.435 1.472
H 0.868 -2.700 3.914
H 0.281 -1.163 5.159
H 0.491 0.161 3.639
H -2.082 -0.274 4.734
H -2.060 -1.492 3.468
H -0.717 1.848 3.505
H -2.589 1.590 4.060
*
```



This record from the OMol25 dataset describes a structure of composition C17H27N4RuS2. The level of theory is ωB97M-V/def2-TZVPD.

energy above the lowest of the compared OMol25 structures with the same formula, charge and spin = 0.2559 eV
total energy = -1774.18430 a.u.
HOMO level (spin up / spin down) = -2.4 / -4.4 eV
gap between HOMO and LUMO (spin up / spin down) = 5.24 / 7.25 eV
largest force on an atom = 0.4 eV/Å

Geometry as ORCA input:
```
! wB97M-V def2-TZVPD RIJCOSX def2/J DEFGRID3
* xyz -1 5
Ru -0.205 -0.365 0.576
C 1.523 -4.734 3.353
S 0.241 -4.955 2.103
C 0.123 -3.344 1.352
S 0.695 -1.900 2.171
N -0.519 -3.360 0.250
N -0.661 -2.118 -0.396
C -1.870 -1.543 -0.208
C -2.531 -0.694 -1.198
C -3.883 -0.773 -1.421
C -4.521 0.023 -2.378
C -3.706 0.935 -3.099
C -2.376 1.015 -2.840
N -1.750 0.219 -1.895
H 1.372 -5.513 4.099
H 1.417 -3.761 3.828
H 2.519 -4.826 2.924
H -2.564 -2.060 0.455
H -4.441 -1.496 -0.838
H -5.583 -0.051 -2.558
H -4.126 1.587 -3.854
H -1.740 1.724 -3.346
C 0.542 -0.710 -3.200
C 0.750 0.471 -2.253
C 2.024 0.220 -1.438
C 0.996 1.747 -3.076
C -0.466 0.649 -1.292
H 1.459 -0.887 -3.772
H -0.267 -0.523 -3.909
H 0.298 -1.613 -2.638
H 2.884 0.139 -2.111
H 1.963 -0.710 -0.867
H 2.210 1.034 -0.734
H 1.903 1.641 -3.680
H 1.130 2.609 -2.417
H 0.177 1.968 -3.762
H -0.575 1.715 -1.069
C 2.509 1.428 2.364
C 1.033 1.819 2.501
C 0.522 1.410 3.889
C 0.894 3.340 2.340
N 0.230 1.191 1.495
H 3.096 1.819 3.200
H 2.922 1.827 1.435
H 2.608 0.341 2.341
H 1.096 1.910 4.676
H 0.606 0.331 4.023
H -0.531 1.682 3.989
H 1.497 3.867 3.086
H -0.150 3.635 2.456
H 1.225 3.642 1.344
*
```



This record from the OMol25 dataset describes the molecule C17H27NO2. The level of theory is ωB97M-V/def2-TZVPD.

energy above the lowest of the compared OMol25 structures with the same formula, charge and spin = 0.3351 eV
total energy = -869.22714 a.u.
HOMO level = -9.1 eV
SMILES string = CCCCOCCCNC(=O)C[C@@H](C)c1ccccc1
gap between HOMO and LUMO = 9.92 eV
largest force on an atom = 0.6 eV/Å

Geometry as ORCA input:
```
! wB97M-V def2-TZVPD RIJCOSX def2/J DEFGRID3
* xyz 0 1
C -4.440 -4.700 -5.614
C -2.926 -4.531 -5.580
C -2.484 -3.654 -4.412
C -0.961 -3.491 -4.378
O -0.506 -2.538 -3.446
C -0.568 -2.949 -2.097
C 0.034 -1.847 -1.233
C -0.827 -0.583 -1.289
N -0.241 0.511 -0.551
C -0.669 0.871 0.682
O -1.618 0.348 1.226
C 0.137 1.984 1.328
C 1.047 1.400 2.425
C 2.121 0.488 1.829
C 1.667 2.512 3.235
C 2.540 3.425 2.655
C 3.101 4.442 3.405
C 2.799 4.564 4.751
C 1.930 3.661 5.339
C 1.370 2.645 4.585
H -4.793 -5.166 -4.696
H -4.929 -3.734 -5.716
H -4.737 -5.326 -6.452
H -2.452 -5.511 -5.495
H -2.590 -4.081 -6.517
H -2.830 -4.101 -3.478
H -2.936 -2.664 -4.500
H -0.613 -3.121 -5.347
H -0.485 -4.465 -4.186
H -0.002 -3.885 -1.968
H -1.606 -3.130 -1.789
H 1.037 -1.623 -1.602
H 0.107 -2.198 -0.202
H -0.963 -0.289 -2.332
H -1.802 -0.778 -0.836
H 0.600 0.919 -0.925
H -0.563 2.680 1.793
H 0.729 2.522 0.586
H 0.413 0.800 3.085
H 2.740 1.026 1.113
H 1.663 -0.360 1.325
H 2.767 0.111 2.619
H 2.787 3.347 1.606
H 3.778 5.143 2.939
H 3.237 5.358 5.337
H 1.686 3.749 6.388
H 0.690 1.945 5.050
*
```



This record from the OMol25 dataset describes a cluster of 3 separate species, C17H28BrF3N4O8P in total at a distorted geometry. The level of theory is ωB97M-V/def2-TZVPD.

energy above the lowest of the compared OMol25 structures with the same formula, charge and spin = 2.6535 eV
total energy = -4700.17052 a.u.
HOMO level = -11.4 eV
gap between HOMO and LUMO = 7.55 eV
largest force on an atom = 8.0 eV/Å

Geometry as ORCA input:
```
! wB97M-V def2-TZVPD RIJCOSX def2/J DEFGRID3
* xyz 1 1
N 1.909 -3.241 1.213
C 1.004 -2.457 0.574
N 0.341 -3.056 -0.590
C -0.932 -2.385 -0.990
C -1.488 -1.297 0.089
C -2.794 -0.651 -0.612
C -4.142 -0.692 0.304
O -4.105 0.249 1.417
C -5.276 0.129 2.243
O -5.745 1.210 2.737
N -1.983 -1.901 1.371
C -2.185 -3.176 1.328
O -2.546 -4.370 1.143
C -0.267 -0.322 0.396
P -0.634 1.116 1.660
O -1.571 0.584 2.988
Br -1.954 2.716 0.676
C 0.431 0.423 -0.836
F -0.429 1.089 -1.749
F 1.249 1.478 -0.247
F 1.337 -0.356 -1.620
N 0.850 -1.094 1.096
H 2.168 -4.169 0.812
H 2.426 -2.925 2.059
H 1.029 -3.052 -1.378
H -0.685 -1.772 -1.961
H -1.766 -3.113 -1.353
H -3.068 -1.280 -1.554
H -2.697 0.427 -0.966
H -4.463 -1.761 0.595
H -4.985 -0.305 -0.404
H -5.790 -0.855 2.529
H -1.270 -0.305 3.329
H 0.511 -1.190 2.075
O 1.604 -0.149 4.546
C 2.019 0.985 4.707
O 2.641 1.627 3.704
C 3.014 3.016 3.733
C 4.345 3.208 4.431
C 1.923 1.650 6.050
H 2.217 3.626 4.167
H 3.108 3.329 2.690
H 4.304 2.888 5.474
H 4.647 4.257 4.402
H 5.119 2.605 3.947
H 2.742 1.302 6.681
H 0.970 1.372 6.505
H 1.933 2.738 6.006
O -1.198 -1.013 -4.147
C -0.448 -0.605 -5.011
O 0.670 0.063 -4.675
C 1.704 0.438 -5.602
C 1.363 1.738 -6.301
C -0.798 -0.758 -6.464
H 1.917 -0.375 -6.301
H 2.611 0.578 -5.007
H 0.450 1.651 -6.893
H 2.176 2.044 -6.963
H 1.189 2.530 -5.568
H -1.494 0.031 -6.750
H -1.275 -1.731 -6.603
H 0.063 -0.745 -7.130
*
```



This record from the OMol25 dataset describes a structure of composition C17H28CaNO2P2Se at a distorted geometry. The level of theory is ωB97M-V/def2-TZVPD.

energy above the lowest of the compared OMol25 structures with the same formula, charge and spin = 0.0000 eV
total energy = -4631.38196 a.u.
HOMO level = -10.0 eV
gap between HOMO and LUMO = 6.94 eV
largest force on an atom = 2.1 eV/Å

Geometry as ORCA input:
```
! wB97M-V def2-TZVPD RIJCOSX def2/J DEFGRID3
* xyz 1 1
Ca -0.049 0.476 0.550
P -2.647 0.193 -0.433
C -2.209 0.491 -2.170
C -0.940 1.134 -2.512
N 0.164 0.991 -1.699
C 1.392 1.257 -2.184
C 1.565 1.913 -3.400
C 0.447 2.199 -4.184
C -0.805 1.801 -3.737
C 2.609 0.900 -1.332
P 2.757 -0.753 -0.580
H -1.716 1.977 -4.312
H 2.570 2.191 -3.716
H 0.550 2.705 -5.142
H 3.488 0.930 -1.996
H 2.753 1.667 -0.537
H -2.136 -0.899 -2.935
H -3.072 0.883 -2.738
H -0.612 -2.113 -2.304
O -1.827 -1.863 -3.245
H -2.137 -2.051 -4.149
H 1.546 -1.302 -0.130
O -0.116 -2.147 -1.398
H -0.553 -2.918 -0.946
C 3.161 -1.990 -1.793
H 4.143 -1.780 -2.227
H 3.171 -2.963 -1.288
H 2.370 -1.996 -2.555
C 3.928 -0.622 0.771
H 3.903 -1.551 1.364
H 4.935 -0.503 0.333
H 3.690 0.251 1.410
C -3.623 1.642 0.162
H -4.588 1.689 -0.361
H -3.802 1.506 1.242
H -3.071 2.582 0.018
C -3.978 -1.024 -0.697
H -4.321 -1.391 0.279
H -4.807 -0.543 -1.233
H -3.578 -1.866 -1.278
Se 1.469 2.331 2.131
C 0.752 1.298 3.506
C -0.594 1.460 3.928
C -1.134 0.597 4.879
C -0.369 -0.421 5.458
C 0.972 -0.554 5.069
C 1.542 0.299 4.130
H -1.192 2.265 3.490
H -2.175 0.716 5.176
H -0.811 -1.112 6.185
H 1.578 -1.341 5.511
H 2.590 0.199 3.837
*
```



This record from the OMol25 dataset describes a cluster of 2 separate species, C17H28ClN2O5 in total at a distorted geometry. The level of theory is ωB97M-V/def2-TZVPD.

total energy = -1610.11400 a.u.
HOMO level = -10.9 eV
gap between HOMO and LUMO = 6.54 eV
largest force on an atom = 2.4 eV/Å

Geometry as ORCA input:
```
! wB97M-V def2-TZVPD RIJCOSX def2/J DEFGRID3
* xyz 1 1
C -1.521 4.307 4.032
C -0.027 4.296 4.288
C 0.469 3.403 5.426
N 0.783 4.970 3.572
O 2.113 4.429 3.618
C 2.380 3.772 2.445
O 3.154 4.219 1.641
C 1.690 2.436 2.222
C 2.124 1.246 2.753
C 1.412 0.087 2.522
C 1.934 -1.186 3.183
N 0.307 0.073 1.781
C -0.534 -1.120 1.521
C 0.160 -2.260 0.782
C -0.868 -3.415 0.682
Cl 0.639 -1.833 -0.890
C -0.123 1.241 1.246
C 0.522 2.414 1.431
O 0.100 3.597 0.937
H -1.677 4.474 2.962
H -2.037 5.105 4.577
H -1.890 3.324 4.341
H 0.745 2.439 4.963
H -0.315 3.188 6.154
H 1.378 3.787 5.890
H 3.018 1.249 3.367
H 2.616 -0.916 3.989
H 1.090 -1.766 3.571
H 2.458 -1.741 2.397
H -1.370 -0.803 0.890
H -0.960 -1.463 2.471
H 1.023 -2.684 1.290
H -1.710 -3.163 0.030
H -0.372 -4.327 0.345
H -1.274 -3.620 1.685
H -1.029 1.229 0.649
H -0.010 3.569 -0.023
C -2.135 -3.896 -5.443
O -1.731 -2.794 -4.643
C -0.321 -2.686 -4.521
C 0.240 -1.623 -5.446
O 0.081 -1.978 -6.808
C -1.016 -1.325 -7.427
H -3.185 -3.759 -5.696
H -1.558 -3.960 -6.367
H -2.028 -4.829 -4.879
H 0.160 -3.651 -4.708
H -0.112 -2.398 -3.486
H 1.316 -1.533 -5.261
H -0.219 -0.650 -5.242
H -0.758 -0.282 -7.642
H -1.913 -1.358 -6.806
H -1.222 -1.835 -8.367
*
```



This record from the OMol25 dataset describes a structure of composition C17H28ClN5O7STi. The level of theory is ωB97M-V/def2-TZVPD.

energy above the lowest of the compared OMol25 structures with the same formula, charge and spin = 0.7247 eV
total energy = -3172.85917 a.u.
HOMO level = 0.3 eV
gap between HOMO and LUMO = 4.62 eV
largest force on an atom = 0.8 eV/Å

Geometry as ORCA input:
```
! wB97M-V def2-TZVPD RIJCOSX def2/J DEFGRID3
* xyz -2 1
Ti 0.040 0.898 0.157
C -0.807 -2.639 5.283
C -1.722 -2.693 4.065
N -0.976 -2.764 2.821
C -0.325 -1.608 2.321
S -0.791 -0.060 3.078
N 0.497 -1.815 1.375
N 1.024 -0.731 0.692
C 2.343 -0.885 0.274
C 3.040 -2.208 0.341
C 2.905 0.275 -0.151
C 4.233 0.425 -0.684
C 4.691 1.633 -1.062
C 3.840 2.777 -0.948
C 2.566 2.588 -0.490
N 2.054 1.402 -0.102
H -1.390 -2.639 6.209
H -0.134 -3.500 5.288
H -0.194 -1.734 5.274
H -2.325 -3.603 4.113
H -2.428 -1.854 4.089
H -1.588 -3.052 2.061
H 2.634 -2.805 1.155
H 2.914 -2.797 -0.579
H 4.113 -2.076 0.506
H 4.845 -0.464 -0.784
H 5.694 1.734 -1.466
H 4.164 3.764 -1.248
H 1.883 3.424 -0.440
O -1.681 4.418 1.460
Cl -0.277 4.010 1.291
O 0.512 5.169 0.860
O -0.449 1.104 2.041
O -0.279 3.062 0.093
N -2.822 2.053 -0.297
C -3.970 1.236 -0.010
C -3.810 -0.170 -0.587
C -2.739 -0.999 0.130
O -3.056 -2.129 0.546
O -1.611 -0.445 0.261
H -2.738 2.904 0.238
H -2.652 2.224 -1.277
H -4.927 1.650 -0.375
H -4.061 1.164 1.078
H -3.522 -0.090 -1.641
H -4.759 -0.706 -0.543
C -1.003 0.335 -3.828
C 0.095 -0.043 -2.830
C 0.026 -1.537 -2.519
C 1.461 0.312 -3.414
O -0.131 0.691 -1.665
H -0.877 -0.187 -4.783
H -0.975 1.412 -4.010
H -1.980 0.076 -3.415
H 0.217 -2.136 -3.415
H -0.956 -1.795 -2.116
H 0.765 -1.784 -1.756
H 1.620 -0.204 -4.367
H 2.252 0.023 -2.720
H 1.531 1.390 -3.580
*
```



This record from the OMol25 dataset describes the molecule C17H28ClNO3. The level of theory is ωB97M-V/def2-TZVPD.

energy above the lowest of the compared OMol25 structures with the same formula, charge and spin = 0.0000 eV
total energy = -1405.22196 a.u.
HOMO level = -8.3 eV
SMILES string = CCCCOc1c(Cl)cc(CNC(C)(C)CO)cc1OCC
gap between HOMO and LUMO = 8.94 eV
largest force on an atom = 0.7 eV/Å

Geometry as ORCA input:
```
! wB97M-V def2-TZVPD RIJCOSX def2/J DEFGRID3
* xyz 0 1
C -6.129 -0.836 1.628
C -4.653 -1.202 1.526
C -3.766 -0.025 1.126
C -4.017 0.440 -0.308
O -3.191 1.533 -0.671
C -1.836 1.428 -0.679
C -1.140 2.614 -0.436
Cl -2.059 4.031 -0.089
C 0.241 2.692 -0.460
C 0.977 1.555 -0.735
C 2.481 1.575 -0.752
N 2.977 0.584 0.193
C 4.424 0.466 0.389
C 5.132 0.273 -0.953
C 5.033 1.656 1.142
C 4.583 -0.820 1.230
O 3.900 -1.896 0.646
C 0.311 0.361 -0.984
C -1.074 0.276 -0.971
O -1.753 -0.877 -1.238
C -1.033 -2.080 -1.430
C -2.051 -3.198 -1.593
H -6.533 -0.563 0.657
H -6.701 -1.680 2.007
H -6.266 0.003 2.307
H -4.314 -1.575 2.495
H -4.529 -2.008 0.799
H -2.718 -0.323 1.214
H -3.932 0.814 1.806
H -3.895 -0.394 -1.005
H -5.026 0.848 -0.408
H 0.722 3.637 -0.263
H 2.835 2.595 -0.535
H 2.832 1.296 -1.750
H 2.541 0.752 1.097
H 4.677 -0.549 -1.498
H 5.086 1.175 -1.556
H 6.178 0.032 -0.778
H 4.962 2.563 0.545
H 6.081 1.468 1.357
H 4.512 1.819 2.084
H 5.633 -1.107 1.308
H 4.198 -0.636 2.247
H 3.084 -1.516 0.286
H 0.906 -0.509 -1.204
H -0.387 -2.278 -0.564
H -0.406 -2.004 -2.329
H -2.702 -2.988 -2.437
H -1.538 -4.140 -1.764
H -2.659 -3.282 -0.696
*
```